ORCA calculation (wB97M-V/def2-TZVPD) on a molecular structure, C34H18F5N4O10S2Ta.

Structure (XYZ):
```
74
Properties=species:S:1:pos:R:3:forces:R:3:lowdin_charge:R:1
Ta 0.1266 0.4002 -0.3605 0.0741 -2.1939 0.4268 1.97
S 0.5178 0.1311 -3.9577 -0.4204 -0.3867 0.2045 0.69
S -1.7001 -3.6493 2.8920 -0.0089 0.3075 -0.2168 0.65
F -0.3906 -3.4431 -1.1338 -0.2741 0.1875 -0.0703 0.12
F -2.1452 -5.4613 -0.7979 0.5244 -1.1130 -0.2036 0.17
F -4.7375 -4.9717 -0.2996 0.4108 0.3126 -0.1004 0.12
F -5.6535 -2.4008 -0.1624 0.7256 -0.2436 -0.2234 0.11
F -3.8915 -0.3647 -0.5764 -0.3709 0.6025 0.2333 0.12
O 5.1243 -0.3553 2.2316 -0.5732 0.8842 0.6792 0.08
O 1.6631 -0.7229 -3.7946 -0.3162 0.3325 -0.6612 -0.26
O 1.3107 2.2934 -1.2331 0.2338 -0.0875 -0.4784 -0.01
O -0.7091 -0.3744 -4.4756 0.0790 0.0010 -0.2866 -0.26
O -0.9937 1.8230 0.0340 -0.6323 1.6133 1.0760 -0.23
O -1.1269 -4.2204 4.0618 0.4240 0.1662 0.3991 -0.26
O 1.8886 -0.5256 -0.4259 -1.2987 0.3000 -0.4939 -0.17
O -0.2434 -0.6228 1.3998 0.8308 1.4174 -0.9982 -0.14
O -1.2317 -0.8241 -0.9471 -0.0234 0.0559 -0.3683 -0.21
O -2.3888 -4.5130 1.9993 -0.5718 -0.7410 -0.5936 -0.25
N 2.7421 0.6912 1.2914 0.2029 -0.5957 0.1144 0.10
N -0.6146 -2.7759 1.9993 0.6161 -0.5302 0.2342 0.05
N 1.5247 1.3416 1.1398 -0.3607 0.8693 -0.1150 -0.11
N 0.2667 0.8291 -2.4744 0.7799 0.1420 -0.4598 -0.18
C -2.2569 3.4592 1.1372 -1.6287 -0.2113 -0.6953 -0.02
C -2.7782 0.0603 2.7290 0.4011 0.9467 -0.9279 -0.01
C -4.0320 -2.2442 3.8577 0.3278 0.3216 0.2036 -0.01
C 4.9735 -1.2455 1.2551 2.3840 -0.6615 0.7561 -0.29
C 1.4071 2.5630 -3.6852 0.0913 -0.4961 -0.4418 -0.10
C 1.3901 2.5363 1.6125 0.6098 -0.5565 -0.0925 -0.02
C -4.0342 0.1369 3.2653 -0.5519 -0.9736 0.9036 -0.06
C 1.1189 2.0565 -6.0150 0.1026 -1.5506 -1.5068 -0.03
C 3.9197 -2.2033 -0.6746 -0.2472 -0.1009 -0.3741 0.00
C -2.1994 -1.1829 2.6852 0.8795 0.1799 -0.3360 -0.15
C -1.2565 4.8864 2.7564 0.3553 0.3129 0.6997 -0.09
C 0.9862 1.7091 -4.6972 0.3059 0.0130 0.5464 -0.19
C -2.1049 -1.8401 -0.8227 -0.0204 -0.9198 -0.2024 -0.19
C -1.6900 -3.1676 -0.9625 0.3509 0.3626 0.2462 -0.13
C -2.3854 4.4312 2.1051 -0.5156 0.8360 0.6859 -0.06
C 5.9799 -3.1311 0.1416 -1.0715 1.0284 -0.3033 -0.06
C -3.8690 -3.9688 -0.5230 -2.2569 0.4887 0.2967 -0.14
C 0.1581 3.3200 1.5393 -1.2622 -0.2564 0.9444 -0.11
C -4.3523 -2.6486 -0.4331 -0.5318 -1.2243 0.2485 -0.12
C 6.0113 -2.2032 1.1573 -0.3975 -0.3096 -0.1433 0.01
C 2.2338 4.0634 -5.3493 0.2808 -0.1095 -0.6672 -0.06
C 3.9602 -1.2497 0.3538 -1.8983 0.3899 -0.5009 -0.09
C -3.4779 -1.6247 -0.5894 1.4216 0.7281 -0.3812 -0.16
C -2.7628 -2.2880 3.2677 -0.9526 -0.0899 0.1290 -0.20
C 4.9442 -3.1105 -0.8038 -0.3654 -0.1139 -0.3152 -0.07
C 1.0653 1.9100 -2.3973 -0.4529 1.1287 1.0500 -0.47
C -2.5713 -4.2333 -0.8031 0.4986 1.1412 0.0421 -0.21
C -4.6540 -0.9869 3.8519 0.3297 0.0078 0.0306 -0.05
C 1.8090 3.2076 -6.3663 -0.6913 0.2293 1.1979 -0.03
C -1.0353 2.8851 0.9044 1.3901 -0.6417 -0.7717 -0.27
C -0.9343 -1.5365 1.9587 -0.8012 -0.6224 1.0866 -0.48
C -0.0221 4.3539 2.4835 1.1985 -0.5832 -0.3821 -0.03
C 2.0457 3.7591 -4.0259 -0.2394 -0.9064 1.0250 0.01
C 2.8162 -0.3259 0.4621 0.8816 0.5786 0.0929 -0.35
H 6.7276 -3.8561 0.0076 1.0201 -0.7808 0.1567 0.09
H -5.6024 -0.8303 4.3653 0.1125 -0.2280 -0.2922 0.11
H -4.5498 1.0607 3.2910 -0.4322 0.8146 0.0348 0.09
H 0.7966 1.3308 -6.7895 0.1766 0.6539 0.5005 0.14
H 4.9307 -3.8145 -1.6349 0.0314 0.0853 0.2908 0.11
H 2.7810 4.9561 -5.5878 0.0782 0.2672 -0.1716 0.11
H -3.3425 4.8661 2.4423 0.4081 -0.4686 -0.6555 0.12
H 0.8489 4.6742 3.0664 -0.3207 -0.0676 -0.2372 0.12
H 2.4647 4.3764 -3.2579 -0.0508 0.3626 0.3179 0.12
H -2.2793 0.9481 2.2792 -0.4520 -0.8573 0.3979 0.12
H 1.9551 3.4638 -7.3887 0.1294 0.0924 -0.5908 0.11
H -4.4872 -3.1235 4.3415 0.2808 0.5531 -0.3848 0.13
H 3.0447 -2.1837 -1.3428 0.7256 -0.1351 0.2595 0.13
H -1.2902 5.5983 3.5751 -0.3451 0.0705 -0.2427 0.11
H -3.1366 3.1036 0.5488 0.8796 0.1995 0.6489 0.15
H 6.7901 -2.2443 1.9076 -0.0542 0.2616 -0.0023 0.12
H 4.3607 0.2650 2.2423 0.2620 -0.2478 -0.0488 0.09
H 2.2474 2.9779 2.1494 -0.4246 -0.2416 -0.2226 0.15
```
Forces are in eV/Å.

Results
Strongest force on any atom   2.6 eV/Å
Frontier orbital gap   7.04 eV
Spin multiplicity   1
Charge   0
E_HOMO   -0.31634 hartree